# C21H26N6O2

A single C21H26N6O2 molecule (ωB97M-V with the def2-TZVPD basis set, OMol25).

Atoms and positions in Å:
C1 -0.09069 3.22492 -0.15507
C2 -0.57940 3.30096 1.27944
H1 -0.63977 4.34140 1.61938
H2 -1.56969 2.84698 1.38779
O1 0.34773 2.60603 2.11347
C3 -0.12579 2.17275 3.30038
O2 -1.27275 2.31513 3.66427
N1 0.83297 1.57388 4.04553
C4 2.10480 1.13758 3.50765
H3 2.10389 1.33398 2.43612
C5 2.30970 -0.35988 3.78263
H4 2.88122 -0.51293 4.69849
H5 2.84833 -0.81907 2.95563
C6 0.95291 -1.06010 3.95157
N2 0.08485 -0.83615 2.81328
C7 0.39957 -1.13170 1.54266
N3 1.52826 -1.79140 1.27452
C8 1.81393 -2.07226 0.00970
N4 1.12845 -1.78806 -1.07404
C9 -0.01370 -1.13598 -0.81992
N5 -0.93626 -0.66414 -1.69052
N6 -1.91253 -0.00481 -1.03481
C10 -1.65220 -0.06331 0.24644
C11 -0.44891 -0.76598 0.47435
H6 -2.31843 0.38926 0.95480
C12 -0.94507 -0.69703 -3.09849
C13 -1.19799 0.49452 -3.76818
C14 -1.22433 0.52617 -5.14656
C15 -0.99686 -0.63311 -5.87990
C16 -0.76846 -1.81675 -5.19493
C17 -0.74839 -1.88237 -3.80764
C18 -0.54910 -3.19098 -3.11287
H7 0.43073 -3.21459 -2.63648
H8 -0.62174 -4.01436 -3.81856
H9 -1.29843 -3.32713 -2.33356
H10 -0.61264 -2.72753 -5.75619
C19 -1.01496 -0.59426 -7.37771
H11 -0.83887 -1.58152 -7.79659
H12 -1.97713 -0.23017 -7.73565
H13 -0.24575 0.08264 -7.74749
H14 -1.41905 1.45615 -5.66003
H15 -1.37807 1.38766 -3.18952
H16 2.74511 -2.60286 -0.14533
H17 -0.73958 -0.27546 2.96146
C20 0.26320 -0.52542 5.20931
H18 0.66999 -1.02209 6.08980
C21 0.48461 0.99673 5.32474
H19 -0.41610 1.49598 5.68305
H20 1.30593 1.21110 6.01427
H21 -0.80226 -0.75428 5.16160
H22 1.12481 -2.14070 4.03443
H23 2.91202 1.72285 3.96327
H24 -0.77603 3.76740 -0.79949
H25 0.90081 3.66223 -0.23741
H26 -0.04293 2.19007 -0.48312

Forces on the atoms, in the same order (eV/Å):
C 0.0759 -0.0608 0.4568
C -0.4529 0.1667 -0.3163
H -0.0353 -0.1559 -0.0006
H 0.1617 0.1237 -0.0070
O 0.1666 -0.1891 0.1110
C 0.3264 0.1698 0.0148
O -0.4956 -0.0240 -0.0113
N 0.0552 0.2215 -0.0099
C 0.3246 -0.0252 -0.2074
H 0.0747 -0.0326 0.1477
C -0.1426 -0.0049 -0.0378
H 0.0369 -0.0377 0.0627
H 0.0619 0.0472 0.1525
C 0.4879 -0.3197 0.2301
N -0.2911 0.1209 -0.0742
C -0.0767 -0.0936 -0.3555
N -0.1926 0.0612 0.7763
C 0.0799 -0.0497 -0.4314
N 0.0946 0.0780 -0.4602
C 0.1295 0.1269 1.1681
N 0.2749 -0.2526 0.4747
N -0.7495 0.3486 0.0966
C 0.1234 -0.0506 -0.0730
C 0.3435 -0.2811 -0.8046
H -0.1998 0.1483 0.1081
C 0.0164 0.0487 -0.8193
C 0.0585 -0.0359 0.0561
C 0.0041 -0.0882 0.0611
C -0.0032 -0.0446 0.0408
C -0.0030 0.1920 -0.0489
C -0.0246 0.1056 0.2599
C 0.1061 -0.1012 -0.0117
H -0.0850 -0.1127 -0.0396
H -0.0669 -0.0508 -0.0449
H -0.0320 -0.0688 0.0773
H 0.0106 -0.1051 -0.0501
C -0.0067 0.0303 0.0112
H 0.0073 -0.0416 -0.0789
H -0.0384 0.0033 -0.0917
H 0.0358 0.0155 -0.0919
H -0.0226 0.1138 -0.0454
H -0.0014 0.0732 0.0526
H 0.0762 -0.0502 -0.0233
H -0.0179 -0.0686 -0.0263
C 0.0278 0.1039 -0.1719
H -0.0223 -0.0492 -0.0134
C -0.2812 0.0345 0.1872
H 0.1807 -0.0459 0.0517
H -0.0489 -0.0009 0.0028
H -0.0422 -0.0513 0.0515
H -0.0237 0.1686 0.0504
H -0.0015 -0.0364 -0.1099
H -0.0637 0.0645 -0.0928
H 0.0913 0.0718 -0.0807
H -0.0113 -0.1096 -0.0723

Its total energy is -1294.9074 a.u. The calculation puts the energy above the lowest of the compared OMol25 structures with the same formula, charge and spin at 0.0000 eV. Its spin multiplicity is 1. The value obtained for the HOMO-LUMO gap is 9.13 eV.